(1)
Computed, not measured: a molecular structure, C37H27BaCl2N5O6PSSe2 in a non-equilibrium geometry, with ωB97M-V/def2-TZVPD.

**Calculated total energy**: -8640.0673 Ha
**Total charge**: -1
**Maximum force**: 3.11 eV Å⁻¹
**ΔE to the lowest compared entry with this formula, charge and spin**: 32.83 kcal per mole

```
82
C37H27BaCl2N5O6PSSe2 (ωB97M-V/def2-TZVPD)
Ba 0.23864 -0.24152 0.19884
C 1.19661 -2.89813 3.55438
C 2.19456 -2.57539 2.49173
N 1.99538 -1.74676 1.48846
C 3.18323 -1.74721 0.75210
C 4.07834 -2.58916 1.33338
N 3.44292 -3.09470 2.43334
C 5.46456 -3.05944 1.07889
O 6.03677 -2.63153 -0.02159
O 5.97982 -3.81802 1.87271
C 3.34731 -0.89544 -0.48042
O 4.42632 -0.98597 -1.08697
O 2.34574 -0.16468 -0.77036
H 0.27294 -2.36168 3.33422
H 1.55184 -2.59788 4.54288
H 0.97667 -3.96775 3.59148
H 3.88627 -3.75112 3.05777
H 5.39237 -2.06865 -0.50567
Cl -3.47037 -7.23312 0.47006
C -2.76598 -5.62177 0.63287
C -3.08651 -4.84434 1.75364
C -2.56697 -3.58742 1.92290
Cl -2.99422 -2.65644 3.33786
C -1.67683 -3.01260 0.96868
O -1.18108 -1.83582 1.10744
C -1.37384 -3.83166 -0.14938
C -0.48873 -3.38761 -1.24762
O 0.07182 -2.31144 -1.32800
C -1.91644 -5.11547 -0.30785
H -3.75979 -5.24040 2.50470
H -0.34892 -4.11860 -2.05970
H -1.65840 -5.70223 -1.18457
N -2.73258 1.19022 -3.77844
C -3.97205 0.55240 -4.02441
C -4.88699 1.06169 -4.93219
C -6.08357 0.39263 -5.16375
C -6.38542 -0.76709 -4.45809
C -5.47329 -1.24757 -3.52507
C -4.25681 -0.61019 -3.32627
S -3.07522 -1.26374 -2.22938
N -2.17875 0.12620 -1.73357
C -2.09514 1.10888 -2.54470
C -1.28920 2.34122 -2.15430
C -1.87575 3.59116 -2.26399
C -1.16079 4.69400 -1.81838
C 0.11166 4.51463 -1.32123
C 0.62434 3.22614 -1.26496
N -0.06274 2.14201 -1.64699
H -2.57549 2.05976 -4.26286
H -4.65726 1.97738 -5.46953
H -6.78711 0.78371 -5.88836
H -7.31913 -1.29161 -4.61956
H -5.70406 -2.13865 -2.94817
H -2.89220 3.69214 -2.62820
H -1.60311 5.68362 -1.84357
H 0.70401 5.34245 -0.94951
H 1.60775 3.04280 -0.84862
Se -1.91380 2.01309 1.68039
P -0.16156 2.80815 2.64226
Se 1.77302 2.06789 2.02745
C -0.35165 2.59512 4.45585
C 0.56149 1.88795 5.22468
C 0.36383 1.74212 6.60173
C -0.74016 2.30818 7.21856
C -1.66247 3.02283 6.45158
C -1.46969 3.15714 5.08561
C -0.14229 4.64426 2.51166
C 0.90140 5.37690 3.09118
C 0.93540 6.76021 2.99352
C -0.06817 7.43994 2.30016
C -1.09792 6.72059 1.71303
C -1.13555 5.32576 1.81961
H 1.42858 1.45804 4.73670
H 1.08343 1.18314 7.18914
H -0.88818 2.19436 8.28662
H -2.53237 3.46688 6.92208
H -2.20483 3.69319 4.49403
H 1.70299 4.85877 3.60729
H 1.74850 7.31294 3.45015
H -0.03730 8.52071 2.21854
H -1.87981 7.23953 1.16984
H -1.92897 4.74592 1.35847
```

Results of the Mulliken charge analysis, in e, for atoms 1 through 8:
1. Ba 1.763
2. C -1.223
3. C -0.034
4. N 0.149
5. C 0.405
6. C -0.085
7. N 0.047
8. C 0.485



(2)
Computed, not measured: a molecular structure, C37H27BrN4O7SSc, with ωB97M-V/def2-TZVPD.

**Calculated total energy**: -5905.1229 Ha
**Total charge**: -1
**Maximum force**: 0.66 eV Å⁻¹
**ΔE to the lowest compared entry with this formula, charge and spin**: 0.52 kcal per mole

```
78
C37H27BrN4O7SSc (ωB97M-V/def2-TZVPD)
Sc -0.22695 0.08989 0.30235
C 1.62350 -3.92664 -0.23426
O 2.73965 -3.49948 0.53687
C 2.39475 -2.89994 1.72699
C 2.76410 -3.50721 2.91227
C 2.49797 -2.90271 4.13893
C 1.85458 -1.67901 4.15627
C 1.44633 -1.05337 2.97835
C 0.84471 0.30851 3.05462
N 0.31977 0.94759 2.11227
N 1.12899 3.38731 0.74200
C 1.73630 3.05882 -0.43129
O 2.21927 1.94862 -0.61914
C 1.83157 4.13566 -1.47509
C 1.71622 3.77655 -2.81231
C 1.80043 4.74523 -3.79875
C 2.02394 6.07006 -3.45093
C 2.15602 6.43015 -2.11804
C 2.05079 5.46499 -1.12747
C 1.71392 -1.65890 1.73287
O 1.35284 -1.11507 0.59088
H 2.00342 -4.19690 -1.21880
H 1.16006 -4.80745 0.22613
H 0.89085 -3.12670 -0.34061
H 3.27724 -4.46046 2.85224
H 2.80075 -3.38258 5.06108
H 1.65616 -1.17515 5.09715
H 0.95642 0.73018 4.07575
H 1.52174 2.74244 -3.06105
H 1.68009 4.47088 -4.83902
H 2.09114 6.82720 -4.22285
H 2.33769 7.46246 -1.84653
H 2.14723 5.73316 -0.08366
O -4.02270 -1.56564 0.41901
S -2.64640 -1.61646 0.83451
O -2.11480 -0.52368 1.66377
N -1.56268 -1.61040 -0.29336
C -1.56011 -2.28967 -1.49116
C -2.35109 -3.34593 -1.87018
C -2.17561 -3.94033 -3.14177
C -1.23040 -3.49506 -4.02058
C -0.40122 -2.40052 -3.66035
C 0.59895 -1.86137 -4.50197
C 1.34484 -0.80239 -4.07421
C 1.09672 -0.26473 -2.79086
N 0.17955 -0.74155 -1.99077
C -0.56893 -1.80076 -2.40347
C -2.47598 -3.10141 1.78991
C -3.60705 -3.75965 2.24886
C -3.45586 -4.89256 3.03641
C -2.18763 -5.35442 3.35987
C -1.06178 -4.68868 2.89363
C -1.20524 -3.56022 2.10300
H -3.11843 -3.72445 -1.20777
H -2.81582 -4.77125 -3.41195
H -1.10267 -3.95874 -4.99110
H 0.76174 -2.30072 -5.47957
H 2.12111 -0.36735 -4.68840
H 1.68286 0.56383 -2.40533
H -4.58686 -3.38665 1.98296
H -4.33225 -5.41434 3.39999
H -2.07604 -6.23701 3.97762
H -0.06716 -5.03140 3.14981
H -0.33147 -3.03661 1.74242
Br 1.40530 5.51531 2.93713
C -0.07249 5.22028 1.78854
C -1.18767 6.02642 1.92503
C -2.25671 5.85514 1.05769
C -2.20152 4.88109 0.07626
C -1.09792 4.04019 -0.02834
C -0.00558 4.22404 0.81802
C -1.16588 2.94356 -1.08882
O -1.57126 3.24868 -2.19490
O -0.80944 1.74688 -0.73792
H -1.20730 6.78780 2.69262
H -3.13256 6.48435 1.15266
H -3.01555 4.73918 -0.62212
H 1.07949 2.62908 1.42798
```

Results of the Mulliken charge analysis, in e, for atoms 1 through 8:
1. Sc 0.254
2. C -0.483
3. O -0.550
4. C 0.606
5. C -0.506
6. C -0.763
7. C -0.937
8. C 1.342



(3)
Computed, not measured: a molecular structure, C37H27N6O12V in a non-equilibrium geometry, with ωB97M-V/def2-TZVPD.

**Calculated total energy**: -3601.5356 Ha
**Total charge**: 0
**Maximum force**: 1.32 eV Å⁻¹
**ΔE to the lowest compared entry with this formula, charge and spin**: 5.05 kcal per mole

```
83
C37H27N6O12V (ωB97M-V/def2-TZVPD)
V 0.13411 0.10041 0.39880
C 1.38673 3.45040 -0.78684
C 2.44708 2.40071 -0.95988
C 3.78985 2.76186 -0.86304
C 4.79384 1.83997 -1.08073
C 4.47953 0.53779 -1.45398
C 3.16008 0.13639 -1.56868
C 2.81929 -1.22392 -2.11184
C 2.15542 1.07176 -1.26165
N 0.80056 0.59638 -1.30213
C 0.18955 0.40974 -2.52040
O 0.57911 0.78786 -3.59349
C -1.04917 -0.39662 -2.31454
C -1.95148 -0.81987 -3.26754
C -3.02711 -1.59588 -2.84576
C -3.17149 -1.92373 -1.50341
C -2.22087 -1.45404 -0.61928
N -1.19979 -0.72310 -1.03890
C -2.15824 -1.69056 0.85219
O -2.95821 -2.37186 1.44097
N -1.05748 -1.05766 1.38650
C -0.56955 -1.60027 2.62865
C 0.06478 -2.85497 2.59182
C 0.13805 -3.66957 1.32852
C 0.59635 -3.35430 3.76965
C 0.47880 -2.65088 4.96087
C -0.19178 -1.44394 4.98670
C -0.72296 -0.89457 3.82180
C -1.43584 0.42350 3.88166
H 1.59538 4.28936 -1.45045
H 1.39196 3.84173 0.23102
H 0.39136 3.07843 -1.02157
H 4.03826 3.78816 -0.61881
H 5.83032 2.13863 -0.99001
H 5.27089 -0.16624 -1.68281
H 3.66354 -1.90622 -2.02236
H 2.56728 -1.14566 -3.17255
H 1.96297 -1.67207 -1.60724
H -1.80208 -0.54125 -4.30150
H -3.75567 -1.94097 -3.56715
H -3.99119 -2.52119 -1.12891
H 0.35646 -3.06172 0.44988
H -0.81525 -4.17488 1.15359
H 0.90969 -4.43528 1.40577
H 1.09626 -4.31669 3.75654
H 0.90094 -3.05656 5.87159
H -0.30779 -0.90669 5.92012
H -1.84651 0.58665 4.87663
H -2.24883 0.48945 3.15657
H -0.73334 1.23639 3.70346
O -5.86231 4.38506 0.46571
C -4.77023 4.65907 0.97810
O -4.35295 5.58891 1.67848
C -3.69302 3.56145 0.73607
C -3.89261 2.54822 -0.18289
C -2.90949 1.59015 -0.37909
N -1.75268 1.58010 0.29019
C -1.56755 2.58243 1.16008
C -2.47910 3.58072 1.41815
C -0.25722 2.60645 1.81262
O 0.25058 3.35623 2.56269
O 0.51110 1.49514 1.33261
H -4.83035 2.53010 -0.72459
H -3.07414 0.81593 -1.11200
H -2.28321 4.38586 2.11537
O 2.34645 -0.05458 2.74031
C 2.38875 -0.88115 1.88633
O 1.50881 -0.94166 0.83988
C 3.38668 -1.98927 1.84623
C 4.32831 -2.03472 2.86612
C 5.24712 -3.06330 2.87443
C 5.26653 -4.05300 1.91032
C 4.31198 -3.97180 0.91674
C 3.37131 -2.96364 0.86406
N 4.28846 -5.00809 -0.13425
O 5.07303 -5.92248 -0.03473
O 3.48890 -4.86513 -1.03655
N 6.24963 -3.11775 3.95908
O 7.05484 -4.02116 3.92283
O 6.19363 -2.25860 4.80887
H 4.33662 -1.28113 3.64106
H 5.99180 -4.85175 1.93679
H 2.64033 -2.95127 0.07267
```

Results of the Mulliken charge analysis, in e, for atoms 1 through 8:
1. V -1.882
2. C -2.101
3. C 1.420
4. C -0.830
5. C -1.020
6. C -0.950
7. C 1.603
8. C -1.213



(4)
Computed, not measured: a molecular structure, C37H28Cl3CrGeN7OP in a non-equilibrium geometry, with ωB97M-V/def2-TZVPD.

**2S+1**: 6
**Calculated total energy**: -6727.4133 Ha
**Total charge**: +2
**Maximum force**: 8.35 eV Å⁻¹
**ΔE to the lowest compared entry with this formula, charge and spin**: 482.26 kcal per mole

```
79
C37H28Cl3CrGeN7OP (ωB97M-V/def2-TZVPD)
Cr -0.27861 -0.20984 0.42875
C -0.47919 0.68097 4.98411
C -0.77112 0.66661 3.62973
N 0.13682 0.32905 2.71630
C 1.32595 -0.06919 3.17111
C 1.58913 -0.10337 4.53982
N 0.70424 0.29149 5.44176
C 2.34669 -0.38688 2.14535
C 3.67372 -0.59375 2.46399
C 4.60833 -0.73787 1.44131
C 4.16988 -0.53976 0.14006
C 2.82367 -0.32050 -0.10964
N 1.91117 -0.35952 0.87142
C 2.26785 0.02600 -1.44451
C 2.86846 -0.50240 -2.53548
N 2.53018 -0.77232 -4.05805
C 1.33960 -0.45611 -4.15855
C 0.30496 0.72921 -2.25661
N 0.91058 0.87115 -1.17495
C 6.02815 -1.03030 1.73085
C 6.68197 -0.44022 2.80589
C 8.01607 -0.75196 3.02240
N 8.69994 -1.59923 2.26021
C 8.07037 -2.16324 1.23482
C 6.74226 -1.90898 0.92507
H -1.21355 1.00945 5.70890
H -1.76316 0.93114 3.28576
H 2.53799 -0.45558 4.92114
H 3.99489 -0.64022 3.49308
H 4.88808 -0.50836 -0.66628
H 3.84593 -0.92040 -2.33179
H -0.21509 -1.05261 -2.87801
H -0.76995 -0.86260 -4.54928
H 6.18194 0.27397 3.44747
H 8.55973 -0.29932 3.84307
H 8.65488 -2.84854 0.63263
H 6.27438 -2.40866 0.08646
O -0.31491 -2.67675 1.70935
N -1.33017 -1.74840 1.57973
C -2.50116 -2.10520 1.91011
C -3.71389 -1.27235 1.89644
C -4.81864 -1.90047 2.47558
C -6.04616 -1.26783 2.58094
C -6.19194 0.01494 2.08560
C -5.11246 0.64146 1.47918
C -3.86116 0.03347 1.38180
P -2.57025 0.93331 0.45101
C -2.22169 2.50147 1.30818
C -3.07776 3.11706 2.22115
C -2.71679 4.32008 2.80751
C -1.50147 4.91604 2.49487
C -0.63374 4.29703 1.60782
C -0.99044 3.09334 1.01802
C -3.49334 1.46550 -1.04553
C -2.94518 2.48357 -1.83821
C -3.43298 2.72209 -3.11784
C -4.45395 1.93233 -3.64229
C -5.03293 0.94430 -2.85344
C -4.55317 0.70730 -1.56506
H -0.69076 -3.55857 1.87836
H -2.64771 -3.12397 2.27120
H -4.71404 -2.91239 2.84646
H -6.88309 -1.78091 3.03410
H -7.14524 0.52251 2.14473
H -5.25658 1.62557 1.05060
H -4.01379 2.65738 2.50347
H -3.38850 4.79266 3.51148
H -1.22880 5.85817 2.95091
H 0.32270 4.74707 1.37785
H -0.29913 2.61623 0.32935
H -2.15463 3.10925 -1.44435
H -3.01268 3.52527 -3.70743
H -4.80917 2.10356 -4.64985
H -5.86160 0.36040 -3.23267
H -5.01272 -0.07078 -0.96861
Cl -1.07656 -1.91151 -1.61216
Ge -2.33511 -0.20146 -3.20005
Cl -0.82551 1.45375 -4.99132
Cl -0.08605 0.06599 -3.66415
```

Results of the Mulliken charge analysis, in e, for atoms 1 through 8:
1. Cr 0.316
2. C -0.803
3. C -0.386
4. N 0.482
5. C -0.195
6. C -0.546
7. N -0.561
8. C 0.547